Computed, not measured: the molecule C26H32N4O3, with wB97M-V/def2-TZVPD.

Summary:
Energy relative to the best compared isomer or geometry (same formula, charge and spin)   33.50 kcal/mol
Energy   -39586.0316 eV
Highest occupied orbital energy   -8.7 eV
LUMO   0.51 eV
HOMO-LUMO gap   9.20 eV
Structure (SMILES)   CC1(C)C(=O)NCCN1C(=O)C[C@H]1C(=O)NCCN1CC(c1ccccc1)c1ccccc1

Last column: Löwdin charge in e.
Geometry (Å):
O -2.00467 -0.67125 -1.87864  0.065
O -6.87089 0.92687 0.40160  0.065
O -2.59757 -1.71812 1.42092  0.055
N -0.37022 -2.04237 -2.55461  0.094
N 1.07061 -1.46646 -0.29613  -0.113
N -3.32617 0.31753 0.78927  0.013
N -5.15008 1.75849 -0.75633  0.090
C -4.94460 -1.34709 -0.06752  0.005
C 0.90898 -2.71330 -2.44005  -0.148
C 5.75630 -2.31666 1.26397  -0.095
C 4.56706 -2.37992 1.96968  -0.081
C 3.54204 -1.49544 1.68474  -0.038
C -4.73815 -0.10031 0.80946  -0.396
C 3.69772 3.53382 -1.46268  -0.081
C -3.12643 1.71038 0.48379  -0.114
C 3.21256 2.25440 -1.24669  -0.048
C -5.18569 -0.35916 2.24919  -0.001
C 3.84345 3.88116 0.89817  -0.080
C 3.69131 -0.53843 0.69003  -0.196
C 4.88541 -0.48460 -0.01728  -0.028
C -0.37963 -1.38704 -0.22442  -0.216
C -5.67903 0.93019 0.16763  -0.464
C -3.73177 1.98181 -0.89159  -0.139
C -1.00519 -1.31556 -1.61372  -0.424
C 1.73144 -0.26680 -0.79479  -0.130
C 1.43120 -2.67988 -0.99064  -0.154
C 2.54036 0.38108 0.34740  -0.211
C 4.01512 4.35116 -0.39321  -0.093
C 3.35600 2.60570 1.11128  -0.029
C 5.91265 -1.36582 0.26995  -0.080
C -0.90644 -0.25344 0.65984  -0.021
C 3.03191 1.77378 0.04384  -0.201
C -2.35859 -0.60347 0.99118  -0.435
H 3.83076 3.89068 -2.47388  0.102
H 2.97685 1.63500 -2.09893  0.108
H 2.41678 -0.52800 -1.60541  0.125
H 3.22696 2.24169 2.12082  0.119
H -3.28799 1.28918 -1.61687  0.105
H 2.61297 -1.55306 2.23165  0.113
H -3.66010 2.31221 1.23264  0.140
H -4.64175 -1.20739 2.65295  0.080
H -0.33965 -0.24809 1.59172  0.134
H 1.00990 -3.51663 -0.42785  0.127
H -4.50225 -2.21656 0.40811  0.081
H -6.00923 -1.51644 -0.20584  0.095
H 1.88270 0.43410 1.22016  0.134
H -3.55100 3.01033 -1.21128  0.125
H 4.09012 4.51063 1.74058  0.103
H -0.78735 0.69715 0.15079  0.099
H 1.62216 -2.21520 -3.11077  0.113
H 4.43792 -3.11994 2.74592  0.102
H -0.72970 -2.32318 0.23400  0.158
H 1.00497 0.45345 -1.18670  0.133
H 4.39544 5.34726 -0.56413  0.100
H 6.83815 -1.31024 -0.28482  0.102
H -6.25194 -0.56453 2.26090  0.086
H 6.55851 -3.00443 1.48752  0.099
H 5.01602 0.25699 -0.79259  0.113
H -4.99254 0.51652 2.86655  0.090
H -2.07616 1.98424 0.51810  0.115
H -0.77499 -2.00472 -3.48120  0.151
H -5.79964 2.36477 -1.23462  0.150
H 0.80634 -3.75045 -2.77580  0.118
H -4.47045 -1.19787 -1.03547  0.086
H 2.51821 -2.78353 -0.98675  0.124

Atoms 1-2, force components in eV/Å:
O -0.28 0.22 0.08
O -0.23 -0.18 0.16